Record 1
Here is 2 unconnected molecules or ions with the total composition C5H15N from the Open Molecules 2025 dataset. Energies are from ωB97M-V/def2-TZVPD.

Cartesian coordinates (Å):
C  -4.356  -0.119  1.227
C  -5.745  -0.662  1.501
C  -5.710  -0.768  3.046
H  -3.574  -0.837  1.080
H  -4.374  0.433  0.232
H  -4.104  0.619  1.966
H  -6.476  0.149  1.369
H  -6.179  -1.502  1.007
H  -5.404  0.236  3.463
H  -4.712  -1.347  3.422
H  -6.590  -1.287  3.508
C  4.974  0.123  -2.935
C  5.931  1.074  -2.205
N  6.395  0.398  -0.941
H  4.131  -0.267  -2.279
H  5.714  -0.724  -3.248
H  4.488  0.596  -3.862
H  5.403  2.037  -2.048
H  6.799  1.454  -2.789
H  7.082  1.006  -0.394
H  6.306  -0.614  -1.120

Force components x, y, z for each atom (eV/Å):
-0.64 0.98 -3.60
-0.06 1.82 2.76
2.18 -1.61 1.46
0.35 -0.64 0.45
0.16 -0.44 1.01
0.29 0.14 0.32
0.16 -0.08 -0.50
0.48 -0.85 -0.47
-1.30 -0.87 -0.23
-2.35 0.68 -1.04
0.73 0.88 -0.16
0.86 -0.77 -1.14
-0.09 0.88 0.95
-0.81 2.13 -1.15
1.28 0.48 -0.64
-1.91 0.93 0.17
0.93 -0.76 1.29
-0.03 -0.49 0.74
-0.42 -0.91 -0.28
-1.09 -2.48 -1.09
1.28 1.00 1.14

Its SMILES is CCC.CCN. Its multiplicity is 1. The total energy is -254.17688 Ha. As for the charge: 0. For the molar mass, the calculation gives 89.2 Da.

Record 2
Here is a gas-phase ion, C5H15N2 (charge +1) from the Open Molecules 2025 dataset. Energies are from ωB97M-V/def2-TZVPD.

Cartesian coordinates (Å):
C  -1.577  -1.428  0.268
C  -0.076  -1.524  0.527
C  0.500  -0.276  1.243
C  0.087  1.112  0.719
C  0.589  1.432  -0.682
N  2.101  1.170  -0.805
N  -1.875  -0.610  -0.945
H  -2.135  -0.980  1.084
H  -1.965  -2.446  0.146
H  0.362  -1.637  -0.463
H  0.134  -2.372  1.157
H  0.099  -0.327  2.252
H  1.580  -0.402  1.371
H  0.635  1.786  1.388
H  -0.989  1.216  0.701
H  0.438  2.463  -0.979
H  0.103  0.869  -1.479
H  2.299  0.672  -1.673
H  2.395  0.533  -0.054
H  2.633  2.036  -0.878
H  -2.873  -0.660  -1.101
H  -1.420  -1.044  -1.738

Force components x, y, z for each atom (eV/Å):
-0.33 -0.25 -0.74
-0.47 1.49 -0.09
-1.00 -0.68 -0.19
1.74 -0.46 -0.29
-0.14 -0.08 -0.66
-0.53 -0.40 -0.59
0.44 -0.21 0.78
0.11 0.08 0.36
0.03 0.06 0.09
0.44 -0.38 -0.09
0.21 -0.46 -0.05
0.15 0.10 0.25
0.12 0.16 -0.02
-0.81 0.43 0.11
-0.10 0.29 0.26
0.06 0.29 0.30
0.04 -0.35 0.37
-0.07 -0.04 -0.06
0.21 0.53 0.06
0.16 -0.08 0.61
-0.08 0.12 -0.24
-0.19 -0.15 -0.18

Its SMILES is NCCCCC[NH3+]. Its multiplicity is 1. The total energy is -308.76460 Ha. As for the charge: +1. For the molar mass, the calculation gives 103.2 Da.

Record 3
Here is 3 unconnected molecules or ions with the total composition C5H15N2 from the Open Molecules 2025 dataset. Energies are from ωB97M-V/def2-TZVPD.

Cartesian coordinates (Å):
C  -0.642  0.591  1.297
N  -0.483  -0.868  1.163
C  -1.577  -1.665  1.881
C  -0.022  1.136  -0.049
N  -0.728  0.503  -1.133
C  1.995  0.664  -1.562
C  1.466  0.637  -0.101
H  -0.082  1.041  2.176
H  -1.711  0.819  1.340
H  -0.691  -0.909  0.167
H  -1.380  -2.710  1.787
H  -1.580  -1.325  2.856
H  -2.575  -1.431  1.370
H  -0.122  2.282  -0.117
H  0.148  -0.938  -2.448
H  -1.635  0.983  -1.144
H  -0.181  -1.712  -2.382
H  3.098  0.604  -1.700
H  1.520  -0.253  -2.125
H  1.604  1.484  -2.164
H  2.081  1.415  0.521
H  1.497  -0.348  0.367

Force components x, y, z for each atom (eV/Å):
0.15 -0.04 1.55
-2.36 0.20 -0.20
0.03 1.21 -2.87
1.37 0.09 -2.09
0.26 1.65 2.93
-0.83 -2.15 -1.07
1.11 2.46 0.22
-0.80 -0.68 -0.93
0.18 0.60 -0.14
0.52 -1.46 -0.68
0.28 -0.53 0.08
-0.26 0.38 2.20
1.23 -0.26 0.83
-0.33 -1.35 0.28
-1.31 -3.23 -0.07
-0.47 0.07 -0.44
1.11 2.24 -0.43
-0.87 0.06 0.43
1.42 1.60 1.15
0.23 0.46 0.35
-1.06 -1.61 -0.85
0.38 0.28 -0.23

Its multiplicity is 1. The total energy is -308.48669 Ha. As for the charge: +1. For the molar mass, the calculation gives 103.2 Da.

Record 4
Here is 2 unconnected molecules or ions with the total composition C5H15N2 from the Open Molecules 2025 dataset. Energies are from ωB97M-V/def2-TZVPD.

Cartesian coordinates (Å):
C  -0.354  -0.266  2.682
C  -0.884  -0.646  1.319
C  -2.132  -0.445  0.838
N  0.119  -1.149  0.442
H  -1.161  0.204  3.278
H  0.045  -1.130  3.214
H  0.477  0.446  2.508
H  -2.344  -0.736  -0.188
H  -2.933  0.164  1.360
H  0.989  -1.448  0.884
H  0.352  -0.325  -0.265
H  -0.115  -1.908  -0.221
C  0.142  0.162  -2.401
N  0.597  0.834  -1.140
C  1.988  1.312  -1.241
H  0.150  0.980  -3.099
H  0.840  -0.588  -2.713
H  -0.917  -0.258  -2.353
H  0.019  1.642  -0.821
H  2.811  0.610  -0.975
H  2.056  2.232  -0.645
H  2.160  1.613  -2.264

Force components x, y, z for each atom (eV/Å):
-0.30 0.59 -0.60
-2.53 0.52 0.94
0.72 0.83 0.61
0.92 -1.94 -1.27
0.64 -0.24 -0.32
-0.05 -0.04 0.01
-0.37 -0.18 0.43
-0.14 -0.02 0.13
1.24 -1.20 -0.41
-0.19 0.13 0.32
0.71 1.27 -0.02
-0.51 0.19 0.79
-1.57 1.46 0.64
-0.31 -0.69 0.71
0.19 0.59 0.02
-0.22 -0.13 -1.06
0.42 -0.44 0.04
1.43 0.55 0.22
0.29 -1.12 -0.89
-0.95 0.15 0.09
0.30 -0.42 0.03
0.27 0.15 -0.40

Its multiplicity is 1. The total energy is -308.73268 Ha. As for the charge: +1. For the molar mass, the calculation gives 103.2 Da.

Record 5
Here is 2 unconnected molecules or ions with the total composition C5H15N2 from the Open Molecules 2025 dataset. Energies are from ωB97M-V/def2-TZVPD.

Cartesian coordinates (Å):
C  -0.669  0.988  0.688
N  0.608  0.722  1.336
C  0.632  0.968  2.797
C  -0.795  0.079  -0.580
N  -0.350  -1.160  -0.272
C  0.442  -0.248  -2.809
C  0.263  0.719  -1.661
H  -0.702  2.058  0.458
H  -1.593  0.748  1.226
H  0.681  -0.247  1.043
H  1.621  0.640  3.108
H  0.495  2.030  2.976
H  -0.102  0.296  3.242
H  -1.711  0.328  -1.120
H  -0.840  -8.812  1.832
H  -1.162  -1.797  -0.248
H  -0.300  -8.823  1.323
H  1.037  0.155  -3.624
H  0.831  -1.200  -2.433
H  -0.506  -0.527  -3.274
H  -0.004  1.705  -2.037
H  1.184  0.797  -1.090

Force components x, y, z for each atom (eV/Å):
1.46 2.04 0.47
-2.37 -0.86 -0.64
0.82 -0.65 -1.06
-0.06 0.83 -1.83
-1.13 0.88 0.76
-0.75 -0.66 -0.03
1.69 -0.20 -0.40
-0.31 -0.10 -0.14
0.15 -0.40 0.02
1.37 -0.65 0.96
0.00 0.28 0.31
-0.21 -0.08 0.26
-0.17 0.48 0.42
-0.79 -1.09 0.68
0.01 0.00 -0.01
0.39 -0.43 -0.59
-0.01 0.00 0.01
0.26 0.15 0.20
0.33 0.15 -0.11
-0.19 0.20 -0.01
-0.63 0.02 0.53
0.13 0.10 0.20

Its multiplicity is 1. The total energy is -308.53699 Ha. As for the charge: +1. For the molar mass, the calculation gives 103.2 Da.

Record 6
Here is a gas-phase ion, C5H15N2 (charge +1) from the Open Molecules 2025 dataset. Energies are from ωB97M-V/def2-TZVPD.

Cartesian coordinates (Å):
C  0.264  1.438  -0.434
N  0.014  0.341  -1.376
C  1.301  -0.328  -1.814
C  1.700  -1.371  -0.775
C  -0.249  1.093  0.976
N  -0.864  -0.298  1.092
C  -2.204  -0.388  1.846
H  1.309  1.743  -0.353
H  -0.193  2.374  -0.821
H  -0.547  0.690  -2.140
H  1.157  -0.817  -2.771
H  2.013  0.482  -2.075
H  2.786  -1.350  -0.652
H  1.428  -2.315  -1.262
H  1.283  -1.478  0.199
H  -1.099  1.778  1.227
H  0.545  1.070  1.723
H  -0.199  -1.021  1.336
H  -1.045  -0.546  0.083
H  -2.546  0.630  2.081
H  -1.984  -0.849  2.788
H  -2.872  -0.875  1.122

Force components x, y, z for each atom (eV/Å):
-0.20 0.39 -0.60
0.68 -0.03 -0.10
-1.44 1.47 0.28
1.48 -0.92 -1.91
-0.94 -0.04 0.97
-1.27 0.65 -1.67
1.04 0.74 -0.95
0.21 -0.53 -0.12
-0.20 -0.68 0.50
0.28 -0.13 -0.24
-0.39 -0.18 0.00
0.10 -0.56 0.75
-0.10 -0.26 0.07
0.36 -0.15 0.36
-0.57 0.85 0.74
1.09 -0.50 0.17
-0.18 0.65 -0.01
0.14 0.10 0.65
0.28 0.35 0.24
0.10 -0.37 -0.36
-0.41 -0.75 0.26
-0.06 -0.11 0.99

Its SMILES is CCNCC[NH2+]C. Its multiplicity is 1. The total energy is -308.73515 Ha. As for the charge: +1. For the molar mass, the calculation gives 103.2 Da.